Record 1
This record from the Open Molecules 2025 dataset describes a molecular structure, C36H70F3O34Rb in a non-equilibrium geometry. The level of theory is wB97M-V/def2-TZVPD.

The geometry in XYZ format:
```
144
Properties=species:S:1:pos:R:3:lowdin_charge:R:1
H 4.094 -3.583 -10.069 0.10
C 6.943 -0.081 -2.820 -0.63
H 6.817 3.147 -4.049 0.07
O 8.187 1.169 -10.567 -0.01
H 3.481 -3.821 -11.708 0.09
H 5.618 -0.322 -0.317 0.08
O 6.159 0.663 -2.074 0.01
O 1.948 8.588 -10.313 0.03
C 9.945 2.879 -8.113 -0.02
O 3.539 0.166 -10.415 0.02
C 1.345 -1.183 -5.652 -0.04
H 3.204 1.863 -4.602 0.09
H 6.295 3.407 -11.211 0.08
C 6.833 6.283 -10.925 -0.60
O 9.478 6.344 -4.334 0.16
O 1.627 -0.175 -6.588 0.00
H 6.710 -0.447 -5.849 0.09
H 1.026 3.585 -6.775 0.11
O 5.541 4.487 -6.224 -0.18
O 2.274 0.647 -1.191 0.14
H 4.006 8.918 -10.014 0.09
H 8.421 7.799 -6.484 0.10
C 7.314 3.428 -4.982 -0.05
H -0.225 3.176 -7.949 0.10
H 13.556 -3.091 -2.742 0.09
C 7.317 0.026 -10.833 0.01
C 2.687 1.730 -3.657 0.02
H 1.710 -0.879 -4.663 0.07
C 3.798 1.242 -9.509 -0.01
C 4.267 4.866 -8.208 -0.47
H 1.352 -1.877 -0.536 0.10
H 6.915 0.244 -11.816 0.09
C 7.520 -0.256 -5.146 -0.03
C 1.070 9.120 -9.494 -0.62
C 4.093 -3.172 -11.082 -0.06
H 11.900 -3.558 -3.335 0.10
C 6.176 0.553 -0.652 -0.02
H 10.996 3.900 -3.590 0.07
H 7.943 -1.215 -4.853 0.09
H 7.654 3.550 -12.307 0.09
H 2.555 -3.118 -0.990 0.09
H 1.988 -2.031 -5.882 0.10
H 11.499 5.548 -3.280 0.10
C 10.497 1.370 -2.944 -0.02
H 8.350 3.254 0.644 0.05
C 6.240 3.258 -6.089 -0.23
H 5.094 -3.181 -11.520 0.09
H 3.806 3.485 -6.572 0.13
C 2.378 -2.055 -0.856 -0.04
O 2.653 -1.403 -2.094 -0.01
C 7.569 4.046 0.657 -0.53
O 1.225 9.313 -8.314 0.12
H 8.151 2.763 -5.177 0.07
H 3.779 4.551 -11.278 0.07
C 10.026 5.905 -5.302 -0.62
H 10.932 1.737 -3.878 0.09
O 4.535 -1.372 -9.099 0.12
H 7.521 6.292 -6.473 0.09
H 8.397 6.772 -7.881 0.07
O 3.517 -1.894 -11.030 -0.01
H 7.431 3.878 -1.551 0.04
O 11.209 0.268 -2.414 0.03
O 6.785 5.815 -1.021 -0.47
H 6.590 3.509 0.678 0.05
O 7.758 7.033 -10.309 0.00
H 3.138 5.784 -12.404 0.10
O 10.832 -0.979 -4.237 0.11
H 0.273 -1.374 -5.594 0.10
H 10.888 3.417 -8.128 0.10
H -0.889 10.002 -8.373 0.09
C 2.519 -0.083 -2.117 -0.63
H 9.197 3.486 -7.612 0.08
C 6.810 4.093 -11.883 -0.03
H 9.461 1.128 -3.170 0.09
O 9.720 6.153 -6.575 0.01
O 12.134 -1.671 -2.552 0.02
C 0.953 0.974 -6.526 -0.62
C -1.081 10.041 -9.439 -0.05
H 8.024 -0.802 -10.833 0.10
F 3.050 5.002 -8.812 0.11
C 8.575 1.387 -9.332 -0.63
H 5.711 1.449 -0.249 0.09
H 3.604 2.196 -9.979 0.08
H 12.915 -2.565 -4.300 0.09
C 2.993 4.788 -11.994 -0.04
H 5.668 2.393 -5.741 0.11
C 12.658 -2.778 -3.261 -0.05
H 12.589 4.384 -4.168 0.09
F 4.942 6.007 -8.439 0.13
H 0.909 1.147 -10.265 0.09
H 3.430 7.358 -10.552 0.07
C 0.822 3.035 -7.696 -0.02
H 7.177 0.524 -0.225 0.10
O 6.970 0.455 -4.037 -0.03
H 10.605 2.191 -2.241 0.10
O 8.217 0.816 -8.332 0.12
H 7.544 4.470 -4.778 0.04
C 0.899 1.518 -11.292 -0.04
H 3.352 7.781 -8.850 0.10
O 7.547 4.903 1.729 -0.42
H 1.626 1.953 -3.730 0.09
H -2.011 9.525 -9.685 0.09
O -0.019 3.878 -10.437 0.13
O 2.765 0.315 -3.355 -0.04
H -0.153 1.515 -11.578 0.10
F 4.864 3.950 -9.062 0.07
H 6.162 4.405 -12.700 0.09
H 7.828 9.177 -10.371 0.10
H 8.623 4.936 -1.079 0.05
C 11.355 -0.818 -3.150 -0.63
H 6.278 8.480 -9.809 0.08
C 7.353 8.332 -9.878 -0.03
H 3.055 4.032 -12.778 0.09
H 4.792 1.264 -9.058 0.10
H 6.745 3.002 -7.026 0.10
C 1.003 3.856 -11.053 -0.63
H 3.180 1.151 -8.613 0.09
O 9.423 2.419 -9.368 0.00
H 6.551 -0.119 -10.075 0.07
H 1.446 3.520 -8.437 0.07
C 8.456 6.751 -6.794 -0.04
O 7.513 -1.090 -2.477 0.11
O 3.372 5.284 -6.004 -0.24
C 4.212 4.506 -6.721 -0.54
O 1.701 4.940 -11.396 0.02
H 3.202 2.255 -2.856 0.11
H 10.119 1.978 -7.523 0.09
H 7.705 8.323 -8.846 0.07
O 1.197 1.662 -7.620 -0.02
O -0.029 9.430 -10.170 0.01
C 3.905 -1.041 -10.077 -0.63
Rb 5.301 6.058 -3.689 0.80
O 7.467 5.145 -11.187 0.01
O 0.259 1.295 -5.598 0.13
H 1.422 0.778 -11.893 0.09
H 3.088 -1.640 -0.138 0.09
C 11.573 4.731 -3.994 -0.03
O 1.579 2.742 -11.480 -0.02
O 11.084 5.087 -5.282 -0.01
H 8.273 0.366 -5.621 0.07
O 5.708 6.587 -11.199 0.13
C 3.227 8.168 -9.857 -0.03
H -1.295 11.037 -9.828 0.09
C 7.566 4.699 -0.795 -0.52
```

Results
LUMO in eV: 3.01
Spin multiplicity: 1
Charge: -2
Highest occupied orbital energy in eV: 1.1
Frontier orbital gap in eV: 1.94
Largest force on an atom in eV/A: 3.6
Total energy in eV: -116885.908

=====

Record 2
This record from the Open Molecules 2025 dataset describes 9 unconnected molecules or ions with the total composition C36H71Cl17N2O4 in a non-equilibrium geometry. The level of theory is wB97M-V/def2-TZVPD.

The geometry in XYZ format:
```
130
Properties=species:S:1:pos:R:3:lowdin_charge:R:1
H -5.875 -2.199 5.146 0.07
H 0.399 -2.969 -4.912 0.11
C 5.931 2.518 -0.802 -0.24
C -6.664 -3.111 3.349 -0.69
H 4.802 -2.280 0.018 0.11
H 4.595 3.476 0.320 0.06
C 2.271 -6.236 -0.800 -0.26
H 4.962 -0.091 -0.035 0.12
C 2.270 -4.022 -2.232 -0.32
H 3.115 -2.297 -4.132 0.12
C 3.085 -6.349 0.554 -0.18
Cl -3.937 4.576 2.584 0.54
H 2.980 -6.516 -1.634 0.11
H -4.742 -3.247 4.287 0.07
H 2.350 -6.457 1.401 0.07
H 1.985 -4.512 -4.398 0.13
H 3.842 -5.537 0.718 0.05
C -2.750 3.041 5.961 -0.67
H 1.241 0.642 3.222 0.05
H 2.781 -0.515 -0.803 0.10
H -3.756 2.626 6.025 0.08
C -7.434 -3.390 -1.551 -0.63
Cl -11.526 -6.376 2.810 0.54
H -5.776 -2.220 -2.304 0.05
H 5.783 -0.148 -1.714 0.09
H 4.342 -0.612 -4.798 0.08
C 8.329 -1.543 -0.838 -0.15
H 3.672 -7.323 0.544 0.08
Cl -6.947 -0.797 -0.829 0.58
H -3.000 7.293 2.144 0.06
H 0.430 -5.028 -1.266 0.10
Cl -4.802 -1.099 3.353 0.59
H 6.602 1.816 -0.208 0.11
H 6.862 -2.256 0.579 0.11
H -2.734 -0.340 -3.489 0.13
H -8.454 -3.244 -1.194 0.07
H -1.901 4.523 1.390 0.04
Cl -8.085 -2.039 3.272 0.54
H -2.010 1.276 4.996 0.05
H -4.148 -0.307 -1.491 0.09
H 4.566 8.136 -1.282 0.07
C 1.200 0.370 2.167 -0.63
H -2.620 0.550 -0.826 0.12
C 3.529 -0.560 -1.660 -0.12
H 5.689 -1.447 -4.506 0.07
C -2.646 -1.398 -3.085 -0.19
Cl -3.284 6.598 -0.093 0.54
H -1.465 7.018 1.319 -0.02
O 2.356 -2.676 -1.794 -0.19
H -1.208 -1.557 -4.743 0.13
H 2.375 9.488 2.168 0.07
O -0.517 -2.786 -3.126 -0.15
H 0.083 10.170 3.016 0.07
Cl -2.496 4.012 7.435 0.54
C -0.220 0.304 1.662 -0.64
H 9.604 0.340 -1.054 0.05
H -0.256 0.132 0.586 0.07
C 1.515 -4.852 -1.038 -0.50
C 4.690 1.710 -1.357 -0.18
H -4.518 -1.431 0.523 0.01
C -1.578 -2.248 -3.920 -0.15
H -8.926 -7.289 1.901 0.07
C 1.456 9.102 1.727 -0.70
Cl -8.287 -6.105 3.839 0.58
C 1.320 -4.218 -3.523 -0.13
Cl 6.109 9.917 -1.154 0.54
O -2.368 -1.411 -1.690 -0.18
H -3.244 -0.276 1.232 0.01
C -6.827 -2.095 -2.042 -0.65
C 6.236 -2.818 -1.559 -0.19
H -7.362 -1.751 -2.928 0.08
C 4.851 8.944 -1.956 -0.66
Cl -6.485 -4.121 -0.230 0.59
H 6.462 -2.040 -2.331 0.08
H -2.136 -3.137 -4.354 0.13
C -8.870 -6.232 2.160 -0.64
H 0.611 11.067 1.589 0.07
H -1.731 5.265 2.985 0.07
H -0.752 -0.511 2.155 0.07
N 4.847 -1.089 -4.040 0.00
C 3.686 -2.128 -1.958 -0.39
C -2.351 5.229 2.088 -0.67
C -3.154 -0.438 -0.978 -0.23
H -3.662 -1.876 -3.285 0.11
Cl -1.124 1.799 2.015 0.57
C -3.450 -1.071 0.469 -0.12
Cl 2.735 10.364 -0.950 0.61
C 0.327 10.081 1.958 -0.64
H 4.669 1.841 -2.485 0.11
Cl -0.096 2.523 5.520 0.53
H 3.952 10.645 -2.951 0.07
C 3.656 9.779 -2.360 -0.64
H 7.911 -3.556 -0.170 0.11
H -10.170 -4.508 2.319 0.06
H 2.969 9.178 -2.958 0.08
H -7.458 -4.120 -2.362 0.07
C 4.751 -2.796 -0.991 -0.11
C -1.743 1.919 5.836 -0.66
H 1.679 -0.603 2.048 0.07
Cl -1.158 9.613 1.088 0.59
H -6.352 -3.330 2.328 0.01
H 6.587 2.956 -1.607 0.12
C -5.536 -2.511 4.158 -0.64
H 5.308 8.503 -2.842 0.07
H -6.996 -4.042 3.811 -0.01
Cl 1.142 7.520 2.491 0.56
H 4.495 -3.874 -0.738 0.10
H 6.412 -3.858 -1.979 0.12
H 3.253 -4.543 -2.374 0.13
H 1.632 8.935 0.665 -0.02
H 3.030 -0.020 -2.516 0.13
H -2.712 3.711 5.103 0.03
Cl 1.670 -3.819 0.493 0.62
H -1.710 1.307 6.737 0.07
O 5.518 3.627 0.040 -0.11
C 9.036 -0.614 -1.143 0.05
C -2.460 6.611 1.487 -0.71
C 7.298 -2.639 -0.383 -0.17
H -2.729 -1.922 0.659 0.09
H 3.701 2.021 -0.931 0.06
H -10.457 -5.529 0.904 0.07
N 0.612 -2.991 -3.912 -0.08
H 0.595 -5.079 -3.396 0.12
H 1.484 -7.048 -0.767 0.11
C 4.061 -2.238 -3.508 -0.18
C -10.199 -5.539 1.964 -0.66
Cl 2.176 1.545 1.252 0.60
H 4.642 -3.185 -3.694 0.12
H -8.114 -5.765 1.527 0.03
C 4.856 0.130 -1.143 -0.20
```

Results
LUMO in eV: 0.25
Spin multiplicity: 1
Relative energy (zero: lowest compared OMol25 entry of this formula, charge and spin) in kJ/mol: 0.00
Charge: 0
Highest occupied orbital energy in eV: -8.5
Frontier orbital gap in eV: 8.72
Largest force on an atom in eV/A: 2.8
SMILES: C#CCCC[C@](CN)(CCCCO)O[C@H](CNOCCOCC)[C@H](Cl)CC.ClCCCl.ClCCCl.ClCCCl.ClCCCl.ClCCCl.ClCCCl.ClCCCl.ClCCCl
Total energy in eV: -262529.121

=====

Question: Number 1 is which compound?
Answer: C36H70F3O34Rb

=====

Question: Which of these has the lowest LUMO?
Answer: C36H71Cl17N2O4